No. 1
12
Properties=species:S:1:pos:R:3:lowdin_charge:R:1 method="wB97M-V/def2-TZVPD" relative_energy_kj_mol=193.7 homo_ev=-9.8
O -0.44 -2.50 0.37 0.07
C -0.13 -1.56 1.05 -0.19
C 0.38 -0.28 0.43 -0.31
C -0.13 0.10 -0.96 -0.08
C -0.11 1.51 -0.36 -0.17
O -0.11 0.96 0.97 -0.08
H -0.14 -1.61 2.16 0.13
H 1.48 -0.30 0.49 0.16
H -1.15 -0.27 -1.10 0.12
H 0.49 -0.14 -1.83 0.11
H -0.95 2.17 -0.55 0.12
H 0.83 2.04 -0.56 0.12

No. 2
74
Properties=species:S:1:pos:R:3:lowdin_charge:R:1 method="wB97M-V/def2-TZVPD" spin_multiplicity=4 relative_energy_kj_mol=380.1 homo_ev="-7.0 / -7.1"
Co -0.75 0.02 0.52 0.70
C -4.24 2.52 0.57 -0.01
C -2.83 2.66 0.09 -0.27
N -2.52 2.72 -1.14 0.08
N -3.30 2.93 -2.16 0.05
C -3.60 1.88 -3.01 -0.94
N -3.98 2.35 -4.23 0.07
S -3.59 0.28 -2.61 0.69
C -1.73 2.85 1.08 -0.20
C -1.90 3.77 2.10 0.00
C -0.83 4.06 2.93 -0.04
C 0.38 3.42 2.72 -0.03
C 0.45 2.48 1.72 -0.10
N -0.57 2.18 0.92 0.09
H -4.90 2.31 -0.26 0.07
H -4.58 3.43 1.07 0.08
H -4.28 1.69 1.28 0.09
H -4.18 3.34 -4.30 0.09
H -4.48 1.72 -4.83 0.08
H -2.84 4.27 2.23 0.11
H -0.94 4.79 3.72 0.11
H 1.24 3.62 3.34 0.11
H 1.35 1.90 1.56 0.10
C -1.37 -3.00 -0.46 -0.04
C -0.07 -3.65 0.02 -0.35
C -0.12 -3.91 1.52 -0.05
C 1.21 -2.99 -0.50 -0.13
C 1.95 -3.75 -1.41 -0.05
C 3.11 -3.28 -1.99 -0.09
C 3.56 -2.02 -1.66 -0.05
C 2.87 -1.22 -0.76 -0.13
C 3.46 0.15 -0.46 -0.36
C 3.83 0.36 1.01 -0.06
C 2.62 1.30 -1.02 -0.06
C 1.68 -1.70 -0.18 -0.16
N 0.95 -0.83 0.68 0.00
C 0.87 -0.95 2.06 -0.36
C 1.67 -1.50 3.05 -0.04
C 1.19 -1.39 4.36 -0.10
C -0.03 -0.79 4.67 -0.11
C -0.84 -0.26 3.65 -0.08
C -0.34 -0.34 2.38 -0.12
F -2.56 0.10 0.79 -0.41
H -2.20 -3.67 -0.25 0.09
H -1.35 -2.81 -1.54 0.08
H -1.60 -2.07 0.05 0.04
H -0.05 -4.64 -0.45 0.12
H -0.41 -3.03 2.09 0.06
H 0.84 -4.25 1.91 0.08
H -0.86 -4.69 1.73 0.08
H 1.59 -4.74 -1.66 0.11
H 3.66 -3.90 -2.69 0.10
H 4.48 -1.64 -2.10 0.11
H 4.41 0.17 -1.01 0.12
H 2.94 0.43 1.64 0.04
H 4.40 1.28 1.12 0.08
H 4.43 -0.46 1.38 0.08
H 1.61 1.29 -0.61 0.04
H 2.54 1.22 -2.11 0.07
H 3.08 2.26 -0.79 0.08
H 2.59 -2.02 2.83 0.11
H 1.78 -1.80 5.17 0.10
H -0.35 -0.73 5.70 0.09
H -1.81 0.17 3.86 0.10
C 0.11 -1.04 -3.56 0.02
C -0.20 0.17 -2.74 -0.48
C -0.15 1.51 -3.40 -0.01
O -0.52 0.05 -1.57 -0.03
H 0.68 -0.80 -4.46 0.09
H -0.85 -1.48 -3.87 0.09
H 0.64 -1.78 -2.96 0.07
H 0.83 1.67 -3.85 0.09
H -0.38 2.30 -2.68 0.07
H -0.89 1.53 -4.21 0.09

No. 3
99
Properties=species:S:1:pos:R:3:lowdin_charge:R:1 method="wB97M-V/def2-TZVPD" relative_energy_kj_mol=0.0 homo_ev=-9.5 charge=+1
Ga 2.58 1.89 -1.80 -0.34
C 2.22 3.34 1.20 -0.12
N 3.26 2.54 0.74 -0.13
C 4.48 3.15 0.30 -0.17
C 4.22 4.00 -0.89 -0.30
N 3.23 3.85 -1.74 0.11
C 3.38 4.80 -2.74 -0.23
C 2.54 5.14 -3.78 -0.02
C 2.96 6.14 -4.61 -0.06
C 4.18 6.79 -4.38 -0.06
C 5.01 6.49 -3.30 0.01
C 4.54 5.48 -2.45 -0.22
N 5.05 5.00 -1.26 0.20
C 0.96 2.86 0.43 -0.22
N 0.96 2.14 -0.69 0.09
C -0.39 1.98 -1.05 -0.20
C -1.05 1.35 -2.07 -0.02
C -2.43 1.51 -2.14 -0.08
C -3.18 2.27 -1.28 -0.07
C -2.54 2.90 -0.25 -0.02
C -1.16 2.72 -0.18 -0.16
N -0.28 3.22 0.80 0.21
H 2.04 3.25 2.27 0.13
H 2.33 4.42 0.99 0.15
H 3.40 1.58 1.12 0.14
H 4.98 3.74 1.05 0.13
H 5.17 2.31 0.04 0.09
H 1.63 4.66 -3.96 0.08
H 2.39 6.53 -5.42 0.10
H 4.49 7.56 -5.11 0.11
H 5.96 7.02 -3.13 0.12
H 6.03 5.17 -1.00 0.19
H -0.56 0.79 -2.77 0.03
H -2.88 1.10 -3.03 0.11
H -4.28 2.41 -1.35 0.13
H -3.08 3.46 0.50 0.12
H -0.51 3.74 1.59 0.15
Se 6.11 2.45 -4.07 -0.05
Sb 4.64 0.61 -3.87 -0.02
Se 4.83 -1.42 -5.10 0.00
Se 4.13 0.19 -1.28 0.24
Se 2.03 1.47 -3.96 0.25
C -0.58 -5.59 2.52 -0.21
Si -1.05 -4.11 3.63 0.29
C 0.55 -3.79 4.56 -0.23
C -2.34 -4.46 4.90 -0.21
Si -1.77 -2.29 2.37 0.15
Te 0.14 -1.61 0.95 1.06
Si -3.71 -3.02 1.09 0.39
C -3.10 -4.26 -0.18 -0.20
C -4.47 -1.62 0.19 -0.21
C -4.95 -3.76 2.34 -0.21
Si -2.14 -0.25 3.57 0.31
C -3.34 0.76 2.61 -0.22
C -0.51 0.60 3.90 -0.24
C -2.82 -0.70 5.26 -0.22
H -0.22 -6.42 3.14 0.03
H 0.21 -5.27 1.80 0.04
H -1.44 -5.98 1.98 0.01
H 0.80 -4.75 5.06 0.04
H 0.39 -3.02 5.33 0.02
H 1.45 -3.49 3.95 0.05
H -1.94 -5.25 5.58 0.05
H -3.26 -4.91 4.52 0.01
H -2.56 -3.61 5.54 0.02
H -3.22 -3.88 -1.18 0.00
H -3.54 -5.27 -0.16 0.05
H -2.04 -4.46 -0.06 0.01
H -3.76 -1.13 -0.46 0.01
H -4.91 -0.87 0.81 0.02
H -5.17 -2.06 -0.51 0.05
H -4.51 -4.67 2.86 0.02
H -5.90 -3.97 1.78 0.05
H -5.19 -3.06 3.17 0.03
H -2.96 0.84 1.58 0.02
H -3.52 1.75 3.07 0.05
H -4.26 0.21 2.59 0.01
H 0.06 0.97 3.01 0.01
H 0.09 -0.17 4.40 0.03
H -0.62 1.44 4.54 0.02
H -3.58 -1.49 5.18 0.02
H -3.22 0.18 5.79 0.04
H -2.03 -1.09 5.95 0.05
C -1.99 -1.91 -3.30 0.01
N -0.56 -2.14 -3.16 -0.02
C 0.25 -2.32 -4.24 -0.01
C 1.56 -2.54 -4.09 0.00
C 2.09 -2.65 -2.78 -0.38
N 1.27 -2.42 -1.75 0.16
C 0.00 -2.12 -1.90 -0.50
O -0.83 -1.94 -0.91 -0.40
N 3.33 -2.90 -2.46 0.18
H -2.31 -1.19 -2.52 0.08
H -2.54 -2.82 -3.12 0.09
H -2.25 -1.56 -4.29 0.10
H -0.25 -2.31 -5.15 0.12
H 2.19 -2.67 -4.98 0.08
H 4.03 -2.88 -3.17 0.00
H 3.60 -2.67 -1.53 0.07

No. 4
13
Properties=species:S:1:pos:R:3:lowdin_charge:R:1 method="wB97M-V/def2-TZVPD" relative_energy_kj_mol=0.0 homo_ev=-9.9 smiles=C[C@@](F)(Cl)CN
C 1.49 -0.80 -0.25 -0.08
C 0.44 0.15 0.28 -0.93
F 0.30 -0.06 1.63 -0.04
Cl 0.96 1.82 0.13 0.72
C -0.92 -0.08 -0.40 -0.29
N -1.98 0.75 0.15 -0.02
H 1.16 -1.83 -0.11 0.09
H 2.43 -0.65 0.32 0.09
H 1.70 -0.59 -1.27 0.07
H -1.17 -1.11 -0.34 0.11
H -0.80 0.19 -1.47 0.12
H -1.60 1.71 0.15 0.04
H -2.02 0.50 1.18 0.09

No. 5
18
Properties=species:S:1:pos:R:3:lowdin_charge:R:1 method="wB97M-V/def2-TZVPD" relative_energy_kj_mol=241.0 homo_ev=-9.9 smiles="O=c1[nH]c(O)no1.C=CC"
O 0.66 -4.48 0.43 0.13
C 0.31 -3.36 0.60 -0.51
N 1.08 -2.26 1.10 0.20
C 0.35 -1.12 1.13 -0.52
O 0.96 -0.08 1.56 0.21
N -0.79 -1.34 0.60 0.17
O -0.85 -2.77 0.22 0.06
H 1.95 -2.30 1.65 0.18
H 0.59 0.71 1.32 0.05
C -0.71 2.50 0.24 -0.03
C -0.12 2.30 -0.96 -0.22
C -0.46 1.14 -1.80 -0.11
H -1.59 2.00 0.50 0.05
H -0.44 3.35 0.83 0.04
H 0.70 3.00 -1.27 0.11
H 0.44 0.73 -2.28 0.09
H -1.09 1.50 -2.62 0.09
H -1.00 0.48 -1.26 0.01

No. 6
25
Properties=species:S:1:pos:R:3:lowdin_charge:R:1 method="wB97M-V/def2-TZVPD" relative_energy_kj_mol=67.2 homo_ev=-9.7
C 1.42 0.83 -0.55 -0.67
C 2.61 0.09 0.04 -0.16
C 2.22 -1.18 0.77 -0.09
O 1.87 2.05 -1.07 0.03
O 0.48 1.24 0.68 -0.10
O 0.68 0.13 -1.39 -0.06
H 1.26 2.32 -1.76 0.11
H 0.94 1.95 1.14 0.08
H -0.54 0.37 -1.25 0.11
H 3.27 -0.14 -0.80 0.12
H 3.15 0.78 0.70 0.12
H 1.57 -0.95 1.62 0.07
H 1.69 -1.85 0.10 0.07
H 3.11 -1.69 1.15 0.07
C -2.57 -0.37 -0.28 -0.46
C -1.71 -1.45 0.35 -0.03
N -1.71 0.73 -0.74 0.09
O -3.57 0.11 0.59 -0.02
H -3.18 0.27 1.46 0.10
H -3.11 -0.75 -1.15 0.15
H -2.26 1.45 -1.21 0.13
H -1.17 1.16 0.07 0.10
H -0.99 -1.83 -0.37 0.08
H -1.13 -1.03 1.18 0.08
H -2.34 -2.26 0.71 0.09

No. 7
24
Properties=species:S:1:pos:R:3:lowdin_charge:R:1 method="wB97M-V/def2-TZVPD" relative_energy_kj_mol=535.1 homo_ev=-3.4 charge=-1 smiles="[H]/N=C/O/C([O-])=C1/[C@H](OC)C1(C)C"
H -5.64 -0.73 -0.23 -0.01
N -4.70 -1.08 -0.33 0.03
C -3.95 -0.13 0.05 -0.41
O -2.63 -0.42 0.13 -0.11
C -1.28 0.65 0.29 -0.32
O -1.61 1.76 0.60 0.00
C -0.03 0.08 0.56 -0.04
C 1.40 0.50 0.34 -0.27
O 1.89 1.31 -0.75 -0.14
C 1.73 2.59 -0.26 -0.15
C 1.02 -0.97 0.12 -0.47
C 0.92 -1.31 -1.33 -0.06
C 1.75 -1.94 0.94 -0.09
H -4.31 0.93 0.51 0.15
H 1.88 0.67 1.34 0.14
H 2.41 2.71 0.53 0.06
H 0.64 2.83 0.09 0.12
H 1.86 3.21 -1.12 0.07
H 0.06 -1.98 -1.41 0.08
H 1.94 -1.62 -1.82 0.11
H 0.65 -0.43 -1.79 0.03
H 1.11 -2.81 1.36 0.10
H 2.22 -1.33 1.72 0.06
H 2.69 -2.47 0.45 0.10

No. 8
54
Properties=species:S:1:pos:R:3:lowdin_charge:R:1 method="wB97M-V/def2-TZVPD" relative_energy_kj_mol=120.5 homo_ev=-6.7
C 0.88 2.04 -4.34 -0.10
C 0.74 2.74 -3.14 -0.06
C 0.57 2.05 -1.91 -0.29
C 0.54 0.67 -1.93 -0.17
C 0.58 -0.04 -3.11 -0.37
C 0.79 0.64 -4.32 -0.08
C 0.50 2.87 -0.65 -0.14
C -0.89 3.17 -0.01 -0.18
N -1.95 2.19 -0.01 -0.28
Ca 1.57 -0.78 0.06 1.41
C 0.51 -1.57 -3.07 -0.29
P -0.68 -2.17 -1.83 0.65
H 0.82 3.82 -3.14 0.10
H 0.91 0.06 -5.24 0.10
H 1.06 2.57 -5.28 0.10
H 1.49 -1.99 -2.81 0.07
H 0.20 -1.99 -4.05 0.10
H 1.14 2.43 0.13 0.08
H 0.91 3.87 -0.87 0.11
H -0.68 3.36 1.06 0.12
C -1.08 -3.97 -1.81 -0.24
C -2.33 -1.68 -2.47 -0.25
H -1.27 4.11 -0.47 0.12
C -2.76 1.95 -1.17 -0.10
C -2.51 1.81 1.26 -0.10
H 0.18 -2.36 -0.60 -0.13
H -3.57 2.68 -1.29 0.08
H -2.15 1.97 -2.08 0.08
H -3.23 0.96 -1.06 0.07
H -3.21 2.57 1.67 0.08
H -3.07 0.87 1.16 0.08
H -1.70 1.69 1.99 0.07
H -2.60 -2.31 -3.33 0.04
H -3.11 -1.83 -1.70 0.05
H -2.37 -0.65 -2.82 0.04
H -1.46 -4.26 -2.81 0.05
H -0.18 -4.57 -1.59 0.04
H -1.85 -4.19 -1.05 0.06
H -0.66 -1.07 -0.86 -0.04
O 1.87 -1.93 2.13 -0.13
C 1.78 -1.59 3.50 -0.22
C 1.93 -2.63 4.42 -0.03
C 2.32 -2.30 5.72 -0.08
C 2.46 -0.95 6.09 -0.08
C 2.17 0.07 5.17 0.00
C 1.74 -0.24 3.86 -0.06
C 1.48 0.81 2.80 -0.58
O 1.90 1.96 2.91 0.04
O 0.81 0.39 1.74 -0.27
H 2.05 -2.88 2.07 0.10
H 1.79 -3.66 4.09 0.12
H 2.51 -3.10 6.44 0.11
H 2.79 -0.72 7.11 0.11
H 2.29 1.12 5.46 0.12

No. 9
17
Properties=species:S:1:pos:R:3:lowdin_charge:R:1 method="wB97M-V/def2-TZVPD" relative_energy_kj_mol=739.9 homo_ev=-8.3
C -1.76 -0.01 -0.26 -0.51
C -0.99 1.28 0.15 -0.04
C 0.43 1.26 -0.31 -0.02
C 0.66 -0.21 -0.63 -0.26
C 2.02 -0.81 -0.32 -0.10
C -0.53 -0.82 -0.32 -0.11
H -3.82 -0.25 0.19 0.17
H -2.44 -1.67 0.41 0.14
H -2.17 0.14 -1.37 0.18
H -1.57 2.26 0.36 0.11
H 1.02 2.22 -0.70 0.14
H 2.16 -1.98 0.44 0.20
H 2.71 -0.90 -1.27 0.11
H 2.53 -0.31 1.48 0.03
H -0.61 -2.05 -0.08 0.17
N -2.73 -0.50 0.70 -0.03
O 2.80 0.24 0.73 -0.17

No. 10
58
Properties=species:S:1:pos:R:3:lowdin_charge:R:1 method="wB97M-V/def2-TZVPD" homo_ev=-9.3 charge=+1
C -0.79 2.53 -1.63 -0.08
C 0.09 1.29 -1.46 -0.32
C -0.83 0.07 -1.36 -0.79
Br -1.08 -0.84 -3.13 0.13
S -0.36 -1.18 -0.09 0.57
I -1.95 -0.77 1.68 1.00
O 1.03 -0.79 0.57 -0.46
C 2.24 -1.34 -0.04 -0.15
C 3.08 -0.27 -0.72 -0.42
C 3.35 0.89 0.24 0.00
O 4.29 -0.96 -1.00 -0.03
H -1.25 2.76 -0.67 0.11
H -0.18 3.39 -1.90 0.05
H -1.59 2.36 -2.36 0.08
H 0.67 1.42 -0.55 0.11
H 0.75 1.14 -2.32 0.04
H -1.82 0.43 -1.09 0.05
H 2.84 -1.70 0.79 0.15
H 2.03 -2.20 -0.69 0.13
H 2.63 0.08 -1.66 0.12
H 4.06 0.57 0.99 0.10
H 2.45 1.23 0.76 0.09
H 3.73 1.75 -0.31 0.09
H 4.86 -0.42 -1.57 0.11
O 6.68 -1.49 1.15 -0.05
H 6.54 -2.44 1.15 0.04
H 6.05 -1.16 0.50 -0.01
O -2.45 1.73 4.05 -0.39
Cl -3.28 0.84 4.82 0.63
O -3.73 -0.25 3.89 -0.52
O -4.45 1.49 5.30 -0.30
O -2.54 0.23 5.88 -0.33
Cs -2.56 -2.57 -3.12 1.05
N -2.65 -6.48 1.20 0.04
C -3.75 -7.23 1.20 -0.16
C -4.78 -7.09 2.12 -0.07
C -4.67 -6.12 3.10 -0.06
C -3.53 -5.32 3.12 -0.06
C -2.56 -5.54 2.15 -0.17
H -3.80 -7.99 0.43 0.10
H -5.65 -7.74 2.07 0.11
H -5.45 -5.98 3.84 0.11
H -3.40 -4.55 3.86 0.11
H -1.66 -4.94 2.13 0.09
O -6.05 0.16 -2.39 -0.41
H -6.75 0.77 -2.13 -0.11
C 2.71 6.09 -3.60 0.01
C 1.99 4.93 -4.05 -0.19
N 1.41 3.98 -4.33 -0.01
H 3.78 5.96 -3.77 0.12
H 2.36 6.98 -4.12 0.12
H 2.53 6.21 -2.52 0.10
B 2.16 5.25 0.20 -1.23
F 1.35 4.44 -0.69 0.02
F 3.40 4.62 0.33 0.09
F 2.32 6.49 -0.46 0.07
F 1.53 5.39 1.41 0.15
Ca 0.65 1.89 -5.17 1.41

No. 11
58
Properties=species:S:1:pos:R:3:lowdin_charge:R:1 method="wB97M-V/def2-TZVPD" homo_ev=-11.0 charge=+1
C 0.87 6.23 -0.28 -0.10
O 1.98 5.47 -0.84 -0.22
C 1.40 4.27 -1.44 -0.22
C 2.47 3.56 -2.44 -0.11
C 1.81 2.77 -3.65 -0.13
N 1.50 1.31 -3.46 -0.16
C 2.52 0.51 -2.69 0.00
C 2.22 0.30 -1.14 -0.33
O 2.36 1.15 -0.24 0.12
O 1.79 -1.01 -0.75 0.04
C 1.24 -0.86 0.59 -0.37
C 2.17 -1.35 1.81 0.03
O 0.11 -0.40 0.83 0.12
S -0.18 1.00 -2.92 0.89
O -0.56 1.77 -1.70 -0.20
O -0.43 -0.47 -2.72 -0.22
C -1.35 1.49 -4.33 -0.29
F -0.62 1.96 -5.48 0.05
F -2.00 0.32 -4.79 0.10
C -2.37 2.65 -3.94 -0.22
F -1.74 3.84 -3.52 0.10
F -3.08 2.96 -5.14 0.10
C -3.49 2.25 -2.85 -0.32
F -3.39 0.93 -2.38 0.13
F -3.25 3.08 -1.71 0.09
F -4.77 2.59 -3.31 0.14
H 0.30 6.66 -1.18 0.10
H 1.23 7.09 0.38 0.11
H 0.13 5.55 0.27 0.10
H 1.01 3.56 -0.64 0.12
H 0.54 4.66 -2.10 0.12
H 3.05 4.44 -2.90 0.15
H 3.23 3.00 -1.81 0.12
H 0.88 3.37 -3.99 0.14
H 2.53 2.84 -4.55 0.17
H 1.50 0.90 -4.42 0.18
H 3.55 1.01 -2.80 0.18
H 2.64 -0.51 -3.23 0.17
H 2.98 -2.04 1.42 0.09
H 2.64 -0.40 2.24 0.10
H 1.55 -1.82 2.66 0.11
C -0.63 -7.30 4.68 -0.13
O -1.42 -6.32 5.35 -0.27
P -1.67 -4.84 4.52 0.72
O -0.17 -4.56 4.40 -0.29
O -2.28 -4.16 5.87 -0.26
C -1.53 -4.24 7.08 -0.11
O -2.08 -3.43 3.64 -0.25
C -1.97 -3.57 2.23 -0.15
H -0.84 -8.27 5.12 0.09
H -0.88 -7.32 3.62 0.08
H 0.43 -7.07 4.82 0.09
H -0.46 -4.35 6.90 0.09
H -1.90 -5.08 7.67 0.09
H -1.70 -3.32 7.65 0.09
H -2.53 -4.45 1.89 0.08
H -0.92 -3.66 1.93 0.07
H -2.40 -2.68 1.76 0.09

No. 12
17
Properties=species:S:1:pos:R:3:lowdin_charge:R:1 method="wB97M-V/def2-TZVPD" relative_energy_kj_mol=387.3 homo_ev=-14.8 charge=+1
C 1.13 -1.04 0.93 0.03
C 0.00 -0.04 1.04 -0.21
C -1.26 0.07 1.82 0.03
C 0.33 0.28 -2.33 -0.10
N 1.20 0.36 1.11 0.16
N -0.52 0.29 -1.11 0.01
H 1.26 -1.68 1.78 0.13
H 1.19 -1.37 -0.03 0.07
H -1.93 0.93 1.57 0.12
H -0.92 0.34 2.79 0.10
H -1.79 -0.88 1.72 0.10
H 0.37 -0.67 -2.79 0.07
H 0.08 0.83 -3.21 0.08
H 1.32 0.58 -2.11 0.07
H 1.81 1.08 1.22 0.14
H -1.29 -0.28 -1.38 0.10
H -0.96 1.20 -1.00 0.11